1.
C12H31ClIO2P2Ti as an isolated structure, computed with ωB97M-V with the def2-TZVPD basis set.

Positions of all 50 atoms, in Å:
H: 2.796 -0.748 -3.237
H: -2.700 -1.653 1.204
H: -2.270 1.387 0.885
H: 2.937 0.739 1.184
H: -4.266 -0.341 -2.242
C: 3.063 0.025 -2.505
H: -2.936 0.676 -2.892
C: 1.090 -1.221 3.446
H: -0.196 1.416 3.752
H: 2.430 1.845 -0.102
H: -1.803 1.254 2.937
H: 1.799 -1.248 2.628
H: -0.668 -2.185 2.689
H: 4.157 0.107 -2.421
H: 2.651 0.991 -2.825
H: -2.667 2.018 -0.702
C: -2.825 1.187 -0.027
P: 2.411 -0.428 -0.861
C: -0.757 1.589 2.815
H: -0.748 2.673 2.652
Cl: 0.991 -2.967 0.831
H: -0.253 1.386 0.661
C: 3.518 -1.764 -0.306
C: 0.134 1.667 -4.578
H: 0.130 2.642 -5.113
C: 3.028 0.966 0.121
I: -0.748 -3.087 -1.893
H: 4.563 -1.475 -0.372
H: 1.186 -2.157 3.987
C: -0.308 -1.180 2.903
H: -1.022 -0.705 3.573
H: 1.383 -0.450 4.156
C: -3.172 -0.284 -2.399
H: 3.278 -1.999 0.735
H: 3.336 -2.676 -0.877
H: 1.059 0.991 1.814
H: -2.851 -2.631 -0.238
C: 0.269 1.791 -3.128
H: -3.879 1.116 0.221
H: -2.834 -1.110 -3.043
Ti: 0.049 -1.200 -0.428
C: -0.022 0.925 1.648
O: -0.346 -0.511 1.560
H: 0.964 1.058 -4.990
H: -4.124 -1.474 0.151
C: -3.055 -1.642 0.179
H: -0.794 1.110 -4.814
O: 0.278 2.429 -2.157
H: 4.075 1.194 -0.087
P: -2.280 -0.333 -0.798

Properties
frontier orbital gap: 0.2066 Eh
net charge: +3
energy relative to the best compared isomer or geometry (same formula, charge and spin): 9.8 kcal/mol
F_max: 6.1 eV/Å
M: 479.5 Da
E_HOMO: -18.4582 eV

***

2.
C39H52ClIrNO3PS3Se2Si2 as an isolated structure, computed with ωB97M-V with the def2-TZVPD basis set.

Positions of all 105 atoms, in Å:
H: 12.375 7.438 14.050
C: 13.641 10.630 14.029
H: 14.360 9.762 17.710
H: 10.216 13.112 8.385
H: 13.793 7.214 17.073
H: 20.253 15.112 8.394
C: 10.139 13.464 10.523
C: 13.867 13.944 10.510
H: 17.107 11.357 5.553
C: 10.094 12.549 9.314
C: 17.484 12.958 8.289
C: 21.444 13.305 11.015
H: 17.555 5.478 11.229
H: 19.074 10.970 10.058
H: 13.014 11.163 7.067
H: 23.422 12.373 11.079
H: 19.724 9.714 8.832
H: 13.146 8.123 11.789
H: 23.361 14.540 16.255
H: 10.324 15.609 13.777
H: 24.004 13.013 8.746
H: 16.209 8.678 5.891
H: 9.173 11.995 9.346
C: 20.625 15.981 14.791
H: 8.054 13.760 10.764
H: 13.035 8.113 8.305
S: 15.778 10.258 15.758
H: 14.886 9.639 5.313
C: 9.024 13.956 11.177
C: 13.891 7.813 12.521
C: 13.961 8.419 8.879
H: 21.638 16.257 16.721
H: 14.567 12.082 7.084
H: 12.590 14.845 12.519
H: 18.352 10.022 5.931
H: 13.917 11.413 15.933
C: 15.113 8.928 6.082
H: 12.787 10.123 14.433
C: 16.530 9.973 8.707
S: 14.684 9.470 13.032
C: 17.135 7.593 11.399
H: 18.458 13.434 8.423
C: 13.987 11.293 7.596
H: 19.587 14.356 10.805
H: 19.918 15.458 12.850
O: 15.011 13.377 12.567
C: 22.515 14.671 15.601
H: 14.176 14.127 9.458
C: 22.291 13.732 14.551
H: 19.883 16.786 14.927
O: 15.101 11.974 10.771
S: 14.586 7.102 14.998
Se: 18.619 12.879 12.788
H: 16.947 13.176 9.286
Si: 17.806 11.161 8.064
C: 20.549 14.087 10.330
N: 16.830 8.703 10.751
H: 15.648 8.590 17.419
H: 13.091 6.065 13.379
H: 10.993 11.961 9.445
C: 9.129 14.670 12.399
C: 20.549 15.155 13.671
Ir: 15.921 10.340 11.435
C: 11.450 13.862 11.039
C: 17.497 7.654 8.637
H: 13.793 11.678 8.631
H: 13.352 11.368 13.258
C: 13.340 7.094 13.667
C: 23.043 13.335 9.192
C: 11.563 14.651 12.207
C: 17.422 6.419 10.709
H: 14.567 7.487 9.095
H: 18.206 5.589 8.901
H: 14.535 7.994 5.909
C: 14.722 13.057 11.380
H: 16.916 13.352 7.443
Cl: 7.808 15.340 13.201
C: 19.369 10.780 9.002
P: 20.876 12.610 12.534
C: 22.151 14.114 8.504
C: 13.912 8.054 16.410
C: 17.979 11.057 6.159
C: 14.869 9.141 16.900
H: 17.256 7.577 12.456
C: 21.605 15.735 15.754
H: 13.610 8.824 9.788
C: 21.246 13.943 13.694
C: 16.930 8.770 9.337
H: 18.849 11.723 5.903
C: 22.738 12.927 10.500
H: 12.942 8.502 16.080
C: 10.438 15.005 12.898
C: 17.705 6.468 9.320
Si: 14.924 9.684 7.809
H: 14.620 7.250 11.912
H: 22.271 14.244 7.431
Se: 18.160 10.506 12.740
H: 15.023 12.233 14.706
C: 20.925 14.517 9.021
H: 17.758 7.781 7.549
C: 14.510 11.330 15.047
O: 12.493 13.400 10.320
H: 13.740 14.934 11.067
H: 23.009 12.911 14.440
H: 20.205 11.549 8.896

Properties
frontier orbital gap (alpha / beta): 0.2367 / 0.1598 Eh
net charge: +1
multiplicity: 6
energy relative to the best compared isomer or geometry (same formula, charge and spin): 0.0 kcal/mol
F_max: 4.0 eV/Å
M: 1151.8 Da
E_HOMO (alpha / beta): -9.4050 / -9.5707 eV